[1]
Entry from OMol25: a cluster of 2 separate species, C6H9N2O2 in total (wB97M-V/def2-TZVPD).

Energy relative to the best compared isomer or geometry (same formula, charge and spin) (kcal per mole): 59.1
Frontier orbital gap (eV): 7.50
Max |F| (eV/A): 5.3
DFT total energy (eV): -13443.2012
Highest occupied orbital energy (Eh): -0.14156

ORCA input file:
```
! wB97M-V def2-TZVPD RIJCOSX def2/J DEFGRID3
* xyz -1 1
C -1.0006 -1.4966 1.9046
C 0.3735 -1.0922 1.7516
C 2.0463 0.3470 2.0839
C 1.1541 -1.2792 0.6536
N 0.9778 -0.1438 2.6520
N 2.2238 -0.2812 0.8746
H 2.8863 0.8368 2.4395
H -1.7482 -1.0797 1.2643
H -1.4534 -1.1810 2.9501
H 2.7448 0.3168 0.2324
H 1.3092 -1.9093 -0.1651
H -1.2057 -2.5205 1.7275
C -1.8151 1.3108 -2.8130
C -0.3453 1.4880 -2.4312
O 0.5002 1.2939 -3.3440
O -0.1289 1.9005 -1.2685
H -2.0487 0.4115 -2.1658
H -2.0040 0.9630 -3.7612
H -2.4660 2.1151 -2.5854
*
```

Mulliken atomic charge list, values in e, 4 entries: C -1.146; C 0.724; C -0.109; C -0.552

[2]
Entry from OMol25: a cluster of 8 separate species, C33H44F6O6 in total (wB97M-V/def2-TZVPD).

Frontier orbital gap (eV): 3.58
Max |F| (eV/A): 5.1
DFT total energy (eV): -63519.4299
Highest occupied orbital energy (Eh): -0.01512

ORCA input file:
```
! wB97M-V def2-TZVPD RIJCOSX def2/J DEFGRID3
* xyz -2 1
C 11.4942 -21.6788 11.1136
O 11.8483 -20.3943 11.7788
O 10.1592 -21.8997 11.5264
C 11.9080 -21.8001 9.5765
F 10.9443 -22.0287 8.6761
F 12.5239 -20.7292 9.1557
F 12.8120 -22.7477 9.2752
C 13.2531 -20.1067 11.8804
C 13.3889 -18.5832 12.0536
H 13.1351 -18.0802 11.1204
H 12.7718 -18.1253 12.8266
H 14.4274 -18.4033 12.3314
H 13.9190 -20.4021 11.0696
H 13.7455 -20.6400 12.6936
H 12.2022 -22.3517 11.5974
C 14.1460 -14.8891 18.6363
C 12.6361 -14.9678 18.8610
O 11.9870 -15.9367 18.1156
H 14.5222 -14.0248 19.1836
H 14.3362 -14.7713 17.5695
H 14.7179 -15.7613 18.9530
H 12.2360 -14.0020 18.5523
H 12.3891 -15.1175 19.9120
F 18.5459 -8.3624 16.7175
C 17.4165 -7.8070 16.3084
C 16.1585 -8.3151 16.5401
C 15.0184 -7.6333 16.1084
C 15.1867 -6.5019 15.3794
C 16.4068 -5.9178 15.1246
C 17.5530 -6.5566 15.6448
H 16.0828 -9.2212 17.1227
H 14.0137 -8.0124 16.2243
H 14.3122 -5.9853 15.0123
H 16.4619 -5.0790 14.4465
H 18.4892 -6.0436 15.4811
F 19.7763 -19.7331 20.9803
C 20.3950 -18.8966 21.7598
C 19.6248 -17.9714 22.4068
C 20.1808 -17.1489 23.3504
C 21.5532 -17.1946 23.5485
C 22.3655 -18.0745 22.8621
C 21.7848 -18.9957 21.9877
H 18.5521 -18.0430 22.3031
H 19.6394 -16.4350 23.9534
H 21.9358 -16.5001 24.2817
H 23.4260 -18.1544 23.0506
H 22.3833 -19.7543 21.5053
F 14.6709 -16.2609 26.2875
C 14.6629 -17.3596 25.5945
C 14.0561 -17.3634 24.3294
C 13.7850 -18.5815 23.6797
C 14.1879 -19.7944 24.2916
C 14.8914 -19.7438 25.4663
C 15.0898 -18.5505 26.1595
H 13.8279 -16.4057 23.8854
H 13.3495 -18.5369 22.6924
H 13.9946 -20.7655 23.8602
H 15.1239 -20.6978 25.9158
H 15.5576 -18.5137 27.1322
C 5.6245 -13.8745 20.2500
C 6.4617 -13.3619 19.0946
O 6.6125 -14.0320 18.1358
C 7.2844 -12.0931 19.3200
H 4.9727 -14.6981 19.9586
H 4.9651 -13.1225 20.6833
H 6.3229 -14.2323 21.0065
H 6.6894 -11.2494 19.6696
H 7.7364 -11.7001 18.4094
H 8.1184 -12.2801 19.9965
C 11.9025 -11.9586 13.4649
C 10.4051 -12.2723 13.3978
O 9.9698 -13.3935 13.5356
C 9.4314 -11.1436 13.2606
H 12.5190 -12.4844 12.7358
H 12.1035 -12.2332 14.5004
H 12.1154 -10.8934 13.3736
H 9.1405 -11.1487 12.2102
H 9.9272 -10.1947 13.4653
H 8.5808 -11.2200 13.9379
C 14.5307 -21.2372 17.7865
C 13.2495 -22.0349 17.4585
O 12.2024 -21.5008 17.1634
C 13.3205 -23.4850 17.6956
H 15.4501 -21.6436 17.3650
H 14.6711 -21.2069 18.8670
H 14.3062 -20.2738 17.3289
H 12.4405 -23.9736 17.2773
H 13.1958 -23.6711 18.7624
H 14.2585 -23.8817 17.3073
*
```

Mulliken atomic charge list, values in e, 4 entries: C -0.073; O -0.276; O -0.893; C 0.905

[3]
Entry from OMol25: a cluster of 15 separate species, C3H32ClN2O14 in total (wB97M-V/def2-TZVPD).

Energy relative to the best compared isomer or geometry (same formula, charge and spin) (kcal per mole): 0.0
Frontier orbital gap (eV): 9.49
Max |F| (eV/A): 1.1
DFT total energy (eV): -47792.5626
Highest occupied orbital energy (Eh): -0.45812

ORCA input file:
```
! wB97M-V def2-TZVPD RIJCOSX def2/J DEFGRID3
* xyz 1 1
Cl -3.8598 -1.1344 -1.9443
C -3.1571 -1.6437 -0.4848
C -3.5059 -2.6855 0.3106
N -2.6203 -2.6001 1.3780
C -1.8081 -1.5652 1.2162
N -2.1054 -0.9603 0.0755
H -4.2824 -3.4151 0.1688
H -2.6322 -3.2328 2.1633
H -1.0426 -1.2648 1.9107
H -1.6594 -0.1261 -0.3215
O -2.1320 -0.2292 4.4840
H -1.2071 -0.1002 4.2380
H -2.4490 -0.9316 3.9133
O -3.6522 2.3524 4.2324
H -3.5535 2.3029 3.2736
H -3.1202 1.6136 4.5603
O -0.0889 0.7060 -0.8753
H -0.0037 0.7187 -1.8353
H 0.8239 0.6781 -0.5536
O -6.7745 -3.6923 -0.3744
H -7.5193 -4.2067 -0.7038
H -6.4760 -3.2087 -1.1522
O -1.5294 -4.0102 -2.0486
H -1.8422 -4.7332 -1.4956
H -1.7092 -3.2112 -1.5472
O -0.3731 3.8870 0.7176
H 0.5458 4.0845 0.5060
H -0.6259 3.2367 0.0514
O -3.8425 3.3900 1.0706
H -4.7523 3.5443 1.3479
H -3.4908 4.2722 0.9088
O -0.2347 1.0815 2.2522
H -0.7967 1.7938 1.9259
H 0.3683 1.5426 2.8415
O 2.6059 -0.4725 -1.1337
H 2.6438 -0.5490 -2.0953
H 3.1047 -1.2332 -0.8141
O 5.5392 0.4365 -2.3027
H 6.1561 0.5428 -1.5652
H 4.6908 0.2495 -1.8862
O 6.0818 0.8568 -5.5105
H 5.3671 0.2988 -5.8302
H 6.1959 0.5980 -4.5925
O 8.2605 0.4544 -1.0259
H 8.3484 0.4603 -1.9858
H 9.1625 0.4391 -0.6929
O -0.9536 3.2785 3.5091
H -1.8555 3.4411 3.8167
H -0.5823 4.1516 3.3488
O 5.4257 -1.7658 -4.2220
H 5.6984 -2.4186 -3.5702
H 5.2551 -0.9730 -3.6980
*
```

Mulliken atomic charge list, values in e, 4 entries: Cl -0.124; C 0.034; C -0.546; N 0.087

What is the formula in the first record?
C6H9N2O2